No. 1
{"formula": "C4H14N3", "method": "ωB97M-V/def2-TZVPD", "elements": ["C", "C", "N", "N", "N", "H", "H", "H", "H", "H", "H", "H", "H", "C", "C", "H", "H", "H", "H", "H", "H"], "xyz": [[0.626263, -0.933757, 1.858680], [-0.978672, -1.218310, 0.096073], [-0.211672, -0.314228, 0.805417], [-0.507367, -2.524984, -0.164907], [-2.351156, -1.125249, -0.151861], [-0.507975, 0.631199, 0.913328], [0.472630, -2.685949, -0.309478], [-1.184087, -3.248615, -0.311945], [-2.882475, -0.307576, 0.090201], [-2.705182, -1.586382, -0.970169], [1.625905, -1.059287, 1.456764], [0.237044, -1.905740, 2.165782], [0.570260, -0.327037, 2.768845], [0.285573, 2.490778, -0.836394], [1.519745, 1.631280, -1.242085], [0.787839, 3.234364, -0.223111], [-0.176187, 2.838867, -1.740788], [-0.381302, 2.101282, -0.078486], [2.397465, 2.300532, -1.388674], [1.839014, 0.881427, -0.509301], [1.524336, 1.127386, -2.227889]], "atomic_forces_ev_per_a": [[-0.865, 0.774, 0.304], [-0.180, -0.333, -2.319], [0.463, -1.666, 1.048], [0.310, 0.822, 0.606], [-0.947, 0.008, 0.826], [-0.201, -0.042, 0.067], [-0.252, -0.152, -0.230], [0.167, -0.152, 0.140], [0.302, 0.072, 0.103], [0.234, 0.194, -0.257], [0.392, 0.034, 0.423], [-0.025, 0.019, -0.290], [0.571, 0.105, -0.214], [2.168, -0.552, 0.566], [0.963, -0.141, -0.571], [-0.395, 1.025, -0.457], [-0.544, 0.572, 0.080], [-0.475, -0.658, -0.681], [-0.527, -0.144, 0.368], [-0.340, 0.196, -0.019], [-0.818, 0.019, 0.505]], "lumo_energy_ha": [0.037, 0.035], "multiplicity": 2, "homo_lumo_gap_ev": [4.890, 9.892], "de_lowest_kcal_mol": 20.9, "e_tot_ev": -8842.4475, "homo_energy_ev": [-3.876, -8.951]}

***

No. 2
{"formula": "C4H14N3", "method": "ωB97M-V/def2-TZVPD", "elements": ["N", "C", "C", "N", "C", "C", "N", "H", "H", "H", "H", "H", "H", "H", "H", "H", "H", "H", "H", "H", "H"], "xyz": [[-0.494919, 0.618531, -2.505624], [-1.289013, 1.171263, -1.419101], [-0.747007, 0.467123, -0.092601], [-0.074608, -0.743401, -0.473060], [1.064584, -1.169363, 0.387076], [0.755129, -0.923807, 1.900897], [0.786771, 0.476428, 2.381217], [-0.419583, -0.447210, -2.290069], [0.412663, 0.959302, -2.519960], [-0.788494, 0.845087, -3.492063], [-2.405154, 0.970737, -1.773937], [-1.177408, 2.210714, -1.253333], [-1.472379, 0.329194, 0.653450], [0.077875, 1.143468, 0.307742], [-0.770544, -1.552255, -0.522261], [1.271472, -2.235813, 0.285411], [1.878780, -0.424163, 0.210113], [1.449908, -1.555249, 2.470385], [-0.283500, -1.362869, 1.864280], [0.532101, 0.339304, 3.419034], [1.693326, 0.882980, 2.462406]], "atomic_forces_ev_per_a": [[-1.395, -1.266, -2.492], [-3.030, -1.570, 0.679], [2.054, 1.616, -1.667], [-0.978, -3.278, -0.253], [0.022, 2.634, 1.294], [-0.251, -1.046, -1.198], [-1.948, -1.406, 2.369], [0.372, 1.605, -0.179], [2.607, 0.613, 0.534], [-0.435, -0.454, 1.311], [2.196, 0.293, 1.343], [0.199, 1.055, -0.485], [-1.121, 0.198, 0.900], [-1.371, -0.671, -0.337], [1.140, 1.338, 0.353], [0.311, 0.399, -0.518], [0.017, -1.197, -0.617], [-0.408, -0.134, -0.018], [0.749, 0.634, 1.374], [0.208, 0.750, -1.998], [1.063, -0.113, -0.395]], "lumo_energy_ha": -0.119, "multiplicity": 1, "homo_lumo_gap_ev": 9.499, "de_lowest_kcal_mol": 58.0, "e_tot_ev": -8837.5093, "charge": 1, "homo_energy_ev": -12.730}

***

No. 3
{"formula": "C4H14N3", "method": "ωB97M-V/def2-TZVPD", "elements": ["C", "C", "C", "C", "N", "N", "N", "H", "H", "H", "H", "H", "H", "H", "H", "H", "H", "H", "H", "H", "H"], "xyz": [[-1.498046, 1.901967, -0.329257], [2.184467, -0.306007, -0.447106], [0.249723, -2.355904, -0.081898], [-1.521948, -0.483250, -0.099195], [1.637429, 0.769322, 0.467472], [-0.630749, -1.492782, 0.467741], [-1.122802, 0.781161, 0.506952], [-2.657087, 2.034187, -0.383357], [-0.918472, 2.848185, -0.235854], [-1.212527, 1.735499, -1.457793], [2.346436, 0.183860, -1.357976], [2.883836, -0.915404, -0.102499], [0.120179, -2.530421, -1.192138], [0.941252, -3.031827, 0.452474], [-2.446238, -0.895726, 0.200990], [-1.293138, -0.576767, -1.099287], [2.114388, 1.568203, 0.168431], [2.057522, 0.356443, 1.266641], [-0.461913, -1.270544, 1.433763], [-1.431863, 1.009292, 1.445755], [0.659551, 0.670518, 0.376149]], "atomic_forces_ev_per_a": [[-1.324, 0.957, -3.771], [-4.244, 0.719, -2.169], [-0.530, 2.404, -2.057], [1.411, -0.994, 2.759], [3.038, -3.264, -0.590], [2.119, -2.185, 1.385], [0.170, 0.588, -1.205], [2.088, 0.305, 0.327], [-0.716, -0.578, 1.091], [-0.540, -0.422, 1.994], [0.442, -0.007, -1.475], [3.265, -1.899, 1.882], [0.248, 0.136, 1.517], [-0.806, 0.766, 0.091], [-1.754, 0.365, -0.249], [-0.243, 0.792, -2.518], [0.195, 2.032, 0.047], [-0.281, 0.699, 1.844], [0.012, -0.479, 0.459], [-0.346, -0.824, 0.022], [-2.204, 0.889, 0.615]], "lumo_energy_ha": [-0.129, -0.139], "multiplicity": 1, "homo_lumo_gap_ev": [7.587, 6.898], "de_lowest_kcal_mol": 143.4, "e_tot_ev": -8833.8045, "charge": 1, "homo_energy_ev": [-11.104, -10.684]}

***

No. 4
{"formula": "C4H14N3", "method": "ωB97M-V/def2-TZVPD", "elements": ["C", "C", "C", "C", "N", "N", "N", "H", "H", "H", "H", "H", "H", "H", "H", "H", "H", "H", "H", "H", "H"], "xyz": [[2.106295, -0.730397, 0.239465], [-2.639354, -1.582418, -0.171185], [2.937513, 0.603539, 0.451580], [-0.741931, -0.217308, -0.759479], [-0.269717, 1.240099, -0.778916], [-1.962870, -0.432509, -0.147869], [-2.455839, 0.696506, 0.463263], [1.595711, -0.806316, -0.682038], [1.413895, -0.906759, 1.146766], [2.818058, -1.521133, 0.379675], [3.560567, 0.385098, 1.310262], [-2.468439, -2.529308, -0.742197], [-3.555244, -1.562770, 0.447350], [3.488652, 0.833086, -0.452878], [2.393827, 1.419955, 0.748953], [-0.362749, -0.894901, -1.458437], [0.555573, 1.274718, -0.120803], [-1.148764, 1.613172, -0.432159], [0.009711, 1.715813, -1.654783], [-3.402057, 0.643561, 0.741264], [-1.872843, 0.758277, 1.472176]], "atomic_forces_ev_per_a": [[0.372, 1.092, 3.141], [-1.301, 0.571, 0.823], [0.213, -3.271, -0.648], [-0.741, 1.633, 0.605], [0.887, -2.261, 0.395], [0.939, -2.441, -2.538], [3.193, 1.268, 4.484], [-0.365, -0.193, -0.775], [0.613, 0.450, -1.580], [0.311, -0.577, -0.521], [0.598, 0.208, -0.155], [0.605, 1.554, 0.375], [0.737, -0.065, -0.418], [0.382, 0.080, 0.128], [-1.671, 2.207, 0.533], [0.339, -0.737, -0.668], [-1.105, 0.485, -0.636], [-0.209, 1.348, 0.629], [-0.389, -0.755, 0.148], [-1.348, -0.554, -0.093], [-2.057, -0.043, -3.228]], "lumo_energy_ha": [-0.129, -0.129], "multiplicity": 1, "homo_lumo_gap_ev": [8.127, 8.128], "de_lowest_kcal_mol": 134.4, "e_tot_ev": -8834.1966, "charge": 1, "homo_energy_ev": [-11.627, -11.628]}

***

No. 5
{"formula": "C4H14N3", "method": "ωB97M-V/def2-TZVPD", "elements": ["C", "C", "N", "N", "N", "H", "H", "H", "H", "H", "H", "H", "H", "C", "C", "H", "H", "H", "H", "H", "H"], "xyz": [[-1.494830, 0.477732, 1.577919], [-0.657057, -1.594918, 0.277202], [-1.077979, -0.368880, 0.460171], [0.249492, -2.317224, 1.046401], [-0.950600, -2.037746, -0.992261], [-1.593645, 0.016781, -0.362997], [0.201475, -1.960620, 2.006571], [0.648782, -3.289482, 0.999446], [-1.690532, -2.098095, -1.455067], [-0.212619, -2.578438, -1.315726], [-2.416496, 0.286572, 2.196036], [-1.903531, 1.417537, 0.983621], [-0.567872, 0.900650, 2.096980], [1.516051, 2.016966, -0.298739], [1.245181, 1.169939, -1.620730], [0.762411, 2.519235, 0.263095], [2.199372, 1.540358, 0.458706], [2.242552, 2.850504, -0.413642], [1.995929, 1.410850, -2.371682], [0.349363, 1.488720, -2.092122], [1.154551, 0.149559, -1.443182]], "atomic_forces_ev_per_a": [[0.242, 3.851, -0.239], [1.039, -2.169, -2.022], [-2.671, 1.168, 0.171], [-1.556, 1.620, 0.918], [8.787, 0.319, 6.195], [1.137, -1.116, 0.676], [0.719, -0.280, -0.406], [-1.349, 1.459, -0.716], [-8.321, 0.089, -4.304], [1.137, -1.472, -1.083], [1.394, -0.946, -0.400], [1.033, -1.586, 1.353], [-1.547, -0.905, -0.160], [2.937, -0.239, 0.042], [0.687, 3.008, 1.267], [-1.316, -0.196, 0.037], [-1.093, -0.631, -0.575], [-0.618, -0.116, -1.059], [0.296, -0.408, 0.235], [-1.114, 0.395, -0.274], [0.180, -1.844, 0.344]], "lumo_energy_ha": -0.125, "multiplicity": 1, "homo_lumo_gap_ev": 11.113, "de_lowest_kcal_mol": 67.1, "e_tot_ev": -8837.1126, "charge": 1, "homo_energy_ev": -14.524}

***

No. 6
{"formula": "C4H14N3", "method": "ωB97M-V/def2-TZVPD", "elements": ["C", "C", "H", "H", "H", "H", "H", "H", "C", "C", "N", "N", "N", "H", "H", "H", "H", "H", "H", "H", "H"], "xyz": [[0.121203, 1.891194, -1.458942], [0.021296, 2.213738, 0.039272], [-0.135553, 2.799221, -2.038414], [1.106451, 1.635067, -1.813244], [-0.687574, 1.273186, -1.844701], [-0.118535, 1.429536, 0.788445], [-0.522855, 3.056978, 0.462697], [1.059186, 2.456258, 0.301950], [1.569723, -1.344172, 1.198184], [-0.705588, -1.328247, 0.255778], [0.126930, -1.078628, 1.233573], [-0.553531, -2.264443, -0.676890], [-1.686547, -0.414722, -0.041573], [-0.139546, -0.641013, 2.093149], [0.212946, -2.926064, -0.647488], [-1.191580, -2.205238, -1.445543], [-1.734848, 0.476736, 0.422840], [-2.558671, -0.813979, -0.373259], [2.058855, -0.550763, 1.763295], [1.885386, -1.357160, 0.147988], [1.872851, -2.307485, 1.632880]], "atomic_forces_ev_per_a": [[-2.019, 1.558, -0.419], [2.135, 0.078, 0.936], [0.430, 0.015, 0.458], [0.174, -0.582, 0.194], [0.356, -0.746, 0.164], [-0.331, -0.492, -0.558], [-0.476, 0.137, -0.916], [-0.048, 0.363, 0.140], [0.213, -0.779, -0.389], [-1.066, 2.022, -1.538], [1.544, -0.670, 0.701], [0.696, -0.143, 1.013], [-0.545, -1.655, 0.703], [-0.824, 0.430, -0.148], [-0.479, -0.058, -0.069], [0.260, -0.264, -0.528], [0.063, -0.117, 0.215], [0.090, 0.417, -0.008], [0.047, -0.039, -0.294], [0.137, 0.299, 0.307], [-0.358, 0.225, 0.034]], "lumo_energy_ha": -0.110, "multiplicity": 1, "homo_lumo_gap_ev": 11.699, "de_lowest_kcal_mol": 22.3, "e_tot_ev": -8839.0569, "charge": 1, "homo_energy_ev": -14.690}